Formula: C2H9N3O
Source: the Open Molecules 2025 dataset
Level of theory: wB97M-V/def2-TZVPD

Last columns: bonded neighbours and bond lengths (Å).
CARTESIAN COORDINATES (ANGSTROEM)
1 C -2.146 -0.080 0.112  N2 1.450, H7 1.091, H8 1.093, H9 1.100
2 N -1.084 -0.491 -0.784  C1 1.450, N3 1.656, H10 1.017
3 N 0.353 -0.852 -0.044  N2 1.656, C4 1.387, H11 1.024
4 C 0.875 0.414 -0.263  N3 1.387, N5 1.677, O6 1.375, H12 1.090
5 N 2.480 0.003 -0.002  C4 1.677, H13 1.015, H14 1.018
6 O 0.560 1.366 0.679  C4 1.375, H15 0.964
7 H -1.891 0.891 0.539  C1 1.091
8 H -3.071 0.043 -0.458  C1 1.093
9 H -2.342 -0.785 0.934  C1 1.100
10 H -1.296 -1.386 -1.218  N2 1.017
11 H 0.183 -0.974 0.959  N3 1.024
12 H 0.871 0.745 -1.302  C4 1.090
13 H 2.785 -0.733 -0.630  N5 1.015
14 H 2.622 -0.308 0.956  N5 1.018
15 H 1.102 2.147 0.523  O6 0.964

## Properties
- energy above the lowest of the compared OMol25 structures with the same formula, charge and spin (eV) = 3.303
- LUMO energy (eV) = 0.993
- frontier orbital gap (eV) = 9.61
- net charge = 0
- HOMO level (eV) = -8.613
- SMILES = CNN[C@H](N)O
- total energy (eV) = -8735.1371
- largest force on an atom (hartree/bohr) = 0.1332